(1)
Formula: C34H62F5GeNaO2SSbSi3
Source: OMol25
Level of theory: wB97M-V/def2-TZVPD

The HOMO energy (spin up / spin down) is -0.0423 / -0.0422 Eh. Its expectation value of S² is 0.753. The charge is -2. The frontier orbital gap (spin up / spin down) is 4.838 / 3.944 eV. The calculation puts the LUMO energy (spin up / spin down) at 3.7 / 2.8 eV. As for the multiplicity: 2. The total energy comes out at -155886.627 eV.

Structure (XYZ):
```
110
C34H62F5GeNaO2SSbSi3 (wB97M-V/def2-TZVPD)
Na 14.93576 13.88813 12.77057
C 17.17412 11.87056 13.96538
C 15.88910 11.84404 14.58211
C 14.92443 11.30113 13.70731
C 15.63738 10.92935 12.51047
C 16.98960 11.26163 12.68741
C 18.05221 11.00825 11.64378
C 15.05165 10.33945 11.24474
C 13.46298 11.10874 13.98582
C 15.61677 12.33022 15.96768
C 18.45510 12.38425 14.53992
H 18.96598 11.55858 11.87428
H 17.71512 11.37876 10.66956
H 18.29732 9.91497 11.58520
H 13.93294 10.36957 11.23049
H 15.38478 9.29707 11.06775
H 15.38463 10.87134 10.34017
H 13.17275 10.05324 14.13320
H 12.78775 11.52843 13.17338
H 13.15017 11.65784 14.89621
H 14.51810 12.36473 16.16576
H 16.05305 13.32407 16.11422
H 16.04664 11.61840 16.76522
H 18.40534 13.49719 14.57126
H 19.32314 12.11800 13.93013
H 18.58245 11.93464 15.55820
F 12.48496 15.53587 10.53781
C 13.58241 14.72214 10.24153
F 13.38203 13.54421 11.01565
C 13.40885 14.35136 8.77914
F 12.20485 13.76251 8.58367
F 14.35077 13.42375 8.46546
F 13.52227 15.40374 7.96763
O 11.72545 20.35928 16.37424
C 13.09275 20.42319 16.29520
O 13.63541 21.33471 16.87328
C 13.86007 19.33938 15.64726
C 13.31486 18.16962 15.07626
C 14.11070 17.24031 14.46534
C 15.53855 17.37627 14.40566
S 16.51302 16.11337 13.72297
C 16.05116 18.60312 14.96182
C 15.23774 19.52929 15.59743
H 11.35217 19.79667 15.65561
H 12.23133 17.99063 15.05124
H 13.67938 16.34683 14.06446
H 17.13401 18.72033 14.93093
H 15.69774 20.44488 16.04484
C 17.81826 14.09266 6.93168
C 17.72160 13.45491 8.29505
Sb 17.22636 14.86052 9.95175
C 19.21713 15.49703 10.65089
C 20.39117 14.88432 9.87405
C 16.50448 16.64664 8.86820
C 17.53069 17.72233 8.49078
H 17.79337 13.35348 6.13574
H 18.76928 14.66186 6.83972
H 17.01500 14.81984 6.71937
H 18.68760 12.90358 8.53835
H 16.87413 12.73958 8.29119
H 19.30442 15.21875 11.70222
H 19.25056 16.60478 10.58282
H 20.46911 13.78583 9.89066
H 21.34854 15.30643 10.26287
H 20.35467 15.12322 8.79618
H 15.70398 17.05733 9.49376
H 15.98752 16.29589 7.97519
H 18.02709 18.22189 9.31081
H 17.01138 18.46684 7.86780
H 18.33887 17.31315 7.86016
C 7.29644 11.93569 10.48134
Si 9.09278 12.59724 10.25531
C 9.53210 13.57442 11.81228
C 9.08008 13.76150 8.75730
Ge 10.82718 10.85884 9.99377
Si 9.97895 9.00795 11.41241
C 9.50375 9.68137 13.13476
C 8.39698 8.29576 10.64786
C 11.29143 7.69110 11.75316
Si 11.18374 10.06743 7.59917
C 12.64097 8.88398 7.81851
C 11.79489 11.43230 6.40982
C 9.80044 9.01739 6.89553
H 6.58126 12.77303 10.50288
H 7.28803 11.37533 11.42141
H 7.02000 11.22496 9.65818
H 8.99100 14.54994 11.84921
H 10.60258 13.77246 11.86884
H 9.25925 13.02006 12.73840
H 8.12949 14.27020 8.61424
H 9.20555 13.22649 7.80785
H 9.90304 14.47318 8.81632
H 8.66764 10.39005 13.10101
H 10.35880 10.21951 13.54913
H 9.21028 8.84011 13.82964
H 8.20647 8.65423 9.63086
H 7.52558 8.41274 11.30299
H 8.53541 7.21874 10.45574
H 12.28664 8.16342 11.68214
H 11.32380 6.84856 11.04709
H 11.18054 7.28403 12.77271
H 13.55524 9.49429 8.03947
H 12.87747 8.23859 6.94424
H 12.51175 8.26847 8.70712
H 12.66386 11.92262 6.85803
H 11.07436 12.23018 6.27028
H 12.06667 11.08837 5.40350
H 9.64746 8.10346 7.49519
H 10.02687 8.65992 5.86386
H 8.85284 9.55916 6.94012
```

Results of the Löwdin charge analysis, in e, for atoms 1 through 99:
1. Na 0.254
2. C -0.255
3. C -0.306
4. C -0.287
5. C -0.259
6. C -0.263
7. C -0.068
8. C -0.070
9. C -0.085
10. C -0.082
11. C -0.074
12. H 0.047
13. H 0.044
14. H 0.077
15. H 0.042
16. H 0.064
17. H 0.055
18. H 0.063
19. H 0.067
20. H 0.054
21. H 0.054
22. H 0.060
23. H 0.083
24. H 0.062
25. H 0.049
26. H 0.073
27. F -0.063
28. C -0.298
29. F -0.106
30. C -0.626
31. F 0.061
32. F 0.080
33. F 0.131
34. O 0.063
35. C -0.501
36. O 0.058
37. C -0.189
38. C -0.056
39. C -0.130
40. C -0.728
41. S 0.514
42. C -0.118
43. C -0.052
44. H 0.104
45. H 0.105
46. H 0.077
47. H 0.084
48. H 0.124
49. C -0.234
50. C -0.455
51. Sb 1.403
52. C -0.448
53. C -0.230
54. C -0.433
55. C -0.208
56. H 0.049
57. H 0.059
58. H 0.050
59. H 0.051
60. H 0.024
61. H 0.024
62. H 0.036
63. H 0.051
64. H 0.060
65. H 0.047
66. H 0.040
67. H 0.017
68. H 0.046
69. H 0.057
70. H 0.055
71. C -0.234
72. Si 0.320
73. C -0.234
74. C -0.232
75. Ge 0.719
76. Si 0.311
77. C -0.236
78. C -0.241
79. C -0.241
80. Si 0.344
81. C -0.260
82. C -0.220
83. C -0.255
84. H 0.020
85. H -0.005
86. H 0.025
87. H 0.037
88. H 0.008
89. H 0.023
90. H 0.015
91. H 0.009
92. H 0.017
93. H 0.001
94. H 0.011
95. H 0.042
96. H -0.003
97. H 0.023
98. H 0.018
99. H 0.016

(2)
Formula: C34H62F5N5O17P5S
Source: OMol25
Level of theory: wB97M-V/def2-TZVPD

The HOMO energy is -0.3816 Eh. The charge is +1. The frontier orbital gap is 6.991 eV. The calculation puts the LUMO energy at -3.4 eV. As for the multiplicity: 1. The total energy comes out at -149368.014 eV.

Structure (XYZ):
```
129
C34H62F5N5O17P5S (wB97M-V/def2-TZVPD)
C 2.05404 4.02494 -0.71014
C 1.86548 3.28052 0.62083
C 0.49141 2.65586 0.99439
S 0.84274 2.58844 2.87263
O 2.14091 2.05857 3.07809
O 0.70596 3.93207 3.31779
F -0.20205 1.72380 3.63038
C 0.20675 1.22430 0.33343
C 0.65215 0.04015 1.23075
C 2.15868 -0.28971 1.40209
C 2.37134 -1.77996 1.16267
O 1.64238 -2.54812 1.70941
N 3.43439 -2.27593 0.36050
C 4.64539 -1.49903 0.37453
C 5.61733 -1.87544 1.29650
C 6.83083 -1.20714 1.36765
C 7.10726 -0.14849 0.50952
C 6.13471 0.23497 -0.40794
C 4.91865 -0.43490 -0.48194
P 1.21955 0.91817 -1.24981
N 1.35631 -0.60544 -1.60413
C -1.31467 1.00527 -0.13079
C -1.44491 -0.15230 -1.16956
C -2.89379 -0.63500 -1.44525
C -3.17318 -2.00448 -0.89978
F -2.16542 -2.85831 -0.57629
C -4.46860 -2.44330 -0.69449
F -5.06565 -2.53580 0.47214
F -5.24286 -2.82566 -1.68343
P -2.32847 0.26423 1.28922
N -3.82421 0.74109 1.24343
C -2.02905 2.28544 -0.73264
P -2.47905 2.33718 -2.51319
C -1.24877 2.64509 -3.81052
C -4.21435 2.04484 -2.95879
C -1.18235 3.54702 -0.54535
P -2.07332 5.21070 -1.08480
O -1.53164 5.59810 -2.57762
O -3.66551 4.90075 -1.15952
N -0.61909 3.68711 0.86966
F -0.11354 4.97043 0.88584
P -2.14068 3.73614 1.99213
N -2.19605 4.86723 3.03777
H 2.32915 3.41848 -1.56997
H 2.88306 4.71765 -0.57940
H 1.22807 4.65254 -1.02818
H 2.61740 2.50152 0.68936
H 2.17778 3.98488 1.38458
H 0.22840 -0.84736 0.76964
H 0.22423 0.05536 2.22636
H 2.88013 0.32688 0.87632
H 2.40481 -0.18267 2.45585
H 3.13754 -2.53119 -0.57119
H 5.46289 -2.70823 1.96614
H 7.61763 -1.48095 2.05461
H 8.04916 0.37820 0.52068
H 6.29305 1.03709 -1.11617
H 4.18859 -0.11633 -1.21704
H 2.53829 1.37676 -1.12336
H 0.59254 1.56471 -2.32931
H 2.32987 -0.87507 -1.61105
H -0.92586 -1.04436 -0.82869
H -0.99951 0.06409 -2.13452
H -2.98248 -0.70459 -2.54320
H -3.66122 0.08246 -1.18581
H -1.76825 0.65096 2.51463
H -2.12870 -1.12858 1.26245
H -4.46211 -0.04104 1.15568
H -3.00924 2.36094 -0.24757
H -1.75959 2.98602 -4.70977
H -0.47602 3.37905 -3.59870
H -0.71879 1.73724 -4.10978
H -4.61674 2.87797 -3.53082
H -4.37279 1.12396 -3.51572
H -4.81312 1.99563 -2.04949
H -0.37349 3.42583 -1.26524
H -0.58549 5.44273 -2.67968
H -3.95721 4.88692 -2.08640
H -3.23091 3.92866 1.12132
H -2.33297 2.50158 2.63860
H -1.36698 5.45322 3.06905
C -7.48938 -0.99536 -1.78381
O -7.65894 -0.37118 -0.51099
C -8.84074 -0.62409 0.06666
O -9.71238 -1.30512 -0.39872
O -8.87110 0.00734 1.23510
C -10.08628 -0.17620 1.97116
H -6.50126 -0.71434 -2.13967
H -7.54098 -2.07624 -1.69426
H -8.23310 -0.63907 -2.49455
H -10.23601 -1.22747 2.20745
H -10.93523 0.21089 1.41180
H -9.97909 0.38599 2.89370
C 1.29130 -0.07770 -5.25466
O 2.15589 1.02883 -4.97063
C 3.09055 1.24524 -5.90489
O 3.23825 0.60645 -6.90765
O 3.82073 2.29136 -5.52000
C 4.87002 2.63950 -6.43364
H 0.59067 -0.14975 -4.42563
H 0.74189 0.09225 -6.17918
H 1.85843 -1.00345 -5.31538
H 4.45875 2.91297 -7.40271
H 5.57377 1.81699 -6.53963
H 5.38281 3.49669 -6.00788
C 11.58463 -4.50568 2.12543
O 10.20923 -4.45536 1.73634
C 9.59465 -5.63914 1.74148
O 10.08847 -6.69231 2.03845
O 8.33298 -5.44194 1.35888
C 7.53638 -6.62852 1.31690
H 11.95902 -3.48718 2.07890
H 11.68300 -4.87626 3.14378
H 12.15575 -5.12753 1.43912
H 7.46913 -7.08205 2.30378
H 7.94185 -7.33890 0.59930
H 6.54373 -6.32548 0.99593
C -4.45899 -3.79130 2.95912
O -5.23214 -3.84726 4.15484
C -4.63360 -3.28845 5.20812
O -3.54784 -2.76667 5.20201
O -5.44115 -3.40471 6.25526
C -4.92525 -2.84412 7.46615
H -5.04164 -4.26912 2.17915
H -4.26607 -2.75799 2.68100
H -3.52145 -4.33199 3.08292
H -4.75663 -1.77505 7.35268
H -4.00418 -3.34407 7.75849
H -5.67868 -3.00777 8.23042
```

Results of the Löwdin charge analysis, in e, for atoms 1 through 99:
1. C -0.070
2. C -0.206
3. C -0.277
4. S 0.656
5. O -0.201
6. O -0.229
7. F -0.140
8. C -0.357
9. C -0.205
10. C -0.104
11. C -0.448
12. O 0.134
13. N 0.103
14. C -0.265
15. C -0.005
16. C -0.059
17. C -0.073
18. C -0.080
19. C -0.057
20. P 0.872
21. N -0.206
22. C -0.433
23. C -0.252
24. C -0.173
25. C -0.232
26. F 0.058
27. C -0.272
28. F 0.150
29. F 0.168
30. P 0.826
31. N -0.240
32. C -0.441
33. P 0.954
34. C -0.256
35. C -0.251
36. C -0.423
37. P 0.869
38. O -0.257
39. O -0.277
40. N -0.230
41. F -0.005
42. P 0.865
43. N -0.207
44. H 0.055
45. H 0.101
46. H 0.056
47. H 0.101
48. H 0.112
49. H 0.088
50. H 0.085
51. H 0.077
52. H 0.120
53. H 0.130
54. H 0.121
55. H 0.110
56. H 0.106
57. H 0.102
58. H 0.078
59. H 0.026
60. H 0.016
61. H -0.036
62. H 0.083
63. H 0.063
64. H 0.122
65. H 0.069
66. H -0.008
67. H 0.057
68. H -0.021
69. H 0.055
70. H 0.063
71. H 0.025
72. H 0.006
73. H 0.040
74. H 0.035
75. H 0.055
76. H 0.067
77. H 0.051
78. H 0.063
79. H 0.034
80. H 0.003
81. H 0.000
82. C -0.049
83. O -0.007
84. C -0.623
85. O 0.139
86. O 0.005
87. C -0.030
88. H 0.075
89. H 0.093
90. H 0.105
91. H 0.100
92. H 0.100
93. H 0.094
94. C -0.047
95. O -0.030
96. C -0.626
97. O 0.145
98. O -0.006
99. C -0.030

(3)
Formula: C34H63BN11NaO3
Source: OMol25
Level of theory: wB97M-V/def2-TZVPD

The HOMO energy is -0.2859 Eh. The charge is 0. The frontier orbital gap is 7.750 eV. The calculation puts the LUMO energy at 0.0 eV. As for the multiplicity: 1. The total energy comes out at -63905.245 eV.

Structure (XYZ):
```
113
C34H63BN11NaO3 (wB97M-V/def2-TZVPD)
Na 9.74091 9.41788 12.27937
C 10.32726 6.26837 11.01130
O 9.88755 6.93596 12.15275
C 8.71690 6.39700 12.70283
C 8.54397 6.85374 14.11524
O 8.75395 8.29677 14.16602
C 8.02798 8.95781 15.16342
C 6.59309 9.31607 14.75481
O 6.67728 10.06918 13.54824
C 5.46594 10.32726 12.84091
H 11.01126 5.44411 11.27421
H 9.51113 5.80628 10.42941
H 10.95024 6.95781 10.40376
H 7.92718 6.75096 12.06516
H 8.61045 5.30167 12.64467
H 7.51613 6.54457 14.42419
H 9.21598 6.36515 14.81678
H 7.99639 8.28604 16.03586
H 8.44350 9.86362 15.48536
H 6.02734 8.34339 14.59305
H 6.10314 9.87873 15.58529
H 4.60754 10.68319 13.45966
H 5.66895 11.08464 12.07070
H 5.14412 9.44683 12.27611
C 7.59963 13.41794 13.81769
C 9.11347 13.41699 14.07034
C 9.52248 14.74578 14.76630
C 9.87960 13.16448 12.80572
C 9.99509 14.01717 11.70760
C 10.69644 13.32264 10.70712
C 10.96819 13.68637 9.29202
C 11.26805 15.19898 9.17546
C 9.78379 13.39669 8.41943
N 11.06498 12.09443 11.24141
N 10.51280 11.95658 12.50491
B 12.12637 11.14315 10.60617
N 12.99880 10.34583 11.54778
N 12.47342 9.27159 12.27901
C 13.31428 9.08772 13.33488
C 14.35291 10.00675 13.22416
C 14.15881 10.78798 12.06031
C 15.13425 11.79670 11.46778
C 15.82234 11.26659 10.19748
C 16.19106 12.18617 12.50863
C 13.29605 8.18623 14.58122
C 12.22242 7.12190 14.43443
C 13.07562 8.95892 15.82475
N 11.31586 10.19477 9.64458
N 10.02458 9.79043 10.03055
C 9.39757 9.24813 9.01131
C 10.33518 9.17142 7.91203
C 11.52396 9.74181 8.37852
C 12.79900 9.79720 7.59830
C 13.33959 8.34960 7.38850
C 12.61288 10.46680 6.21103
C 7.91888 8.87353 9.19077
C 7.35243 8.15943 7.97193
C 7.03496 10.04468 9.68188
H 7.22076 13.71857 14.76586
H 7.19928 12.48505 13.48154
H 7.32227 14.23657 13.07281
H 9.38156 12.55555 14.70741
H 9.80742 15.46984 14.00699
H 10.39425 14.67171 15.42628
H 8.76083 15.16925 15.43924
H 9.59546 14.96638 11.61245
H 11.91899 13.21705 8.95749
H 10.32130 15.73549 9.09392
H 11.82774 15.46816 8.28330
H 11.87481 15.55702 10.00802
H 8.88270 13.92204 8.76227
H 9.57075 12.34063 8.33263
H 9.91729 13.85582 7.40685
H 12.82731 11.75915 9.80013
H 15.11260 10.16538 13.98720
H 14.56214 12.69935 11.25590
H 15.97983 10.19459 10.31193
H 16.82003 11.74074 10.08687
H 15.27296 11.46960 9.31804
H 16.55100 11.37940 13.08135
H 15.77701 12.92743 13.19794
H 17.05018 12.78545 12.13038
H 14.30272 7.76232 14.64928
H 11.19677 7.41944 14.50660
H 12.44692 6.41966 15.23179
H 12.45080 6.62757 13.47283
H 12.12448 9.52778 15.79860
H 13.79493 9.79794 16.04146
H 12.97221 8.28495 16.65894
H 10.09404 8.91322 6.89908
H 13.56115 10.30698 8.20240
H 12.61612 7.69630 6.78914
H 13.59520 7.79043 8.24713
H 14.28360 8.43129 6.78906
H 11.63146 10.13188 5.83360
H 13.37758 10.09564 5.50895
H 12.50248 11.55492 6.23538
H 7.98063 8.19985 10.02622
H 7.17666 8.85890 7.15761
H 6.32560 7.82672 8.29218
H 7.98871 7.28592 7.65634
H 6.48452 10.59886 8.89947
H 7.59605 10.81349 10.23999
H 6.14314 9.55818 10.21775
N 15.36347 12.96728 18.50994
N 14.62916 13.25942 17.37274
N 14.34009 12.50051 16.33006
C 13.35670 13.15605 15.70964
N 12.98776 14.30128 16.39882
N 13.84261 14.39225 17.43575
H 16.12811 12.33315 18.32907
H 15.54807 13.76745 19.09500
H 12.83156 12.77084 14.87326
```

Results of the Löwdin charge analysis, in e, for atoms 1 through 99:
1. Na 0.352
2. C -0.095
3. O -0.214
4. C -0.205
5. C -0.140
6. O -0.164
7. C -0.184
8. C -0.181
9. O -0.208
10. C -0.107
11. H 0.094
12. H 0.098
13. H 0.099
14. H 0.119
15. H 0.143
16. H 0.139
17. H 0.126
18. H 0.137
19. H 0.110
20. H 0.134
21. H 0.139
22. H 0.102
23. H 0.080
24. H 0.075
25. C -0.056
26. C -0.362
27. C -0.055
28. C -0.254
29. C 0.016
30. C -0.184
31. C -0.375
32. C -0.071
33. C -0.064
34. N 0.034
35. N 0.113
36. B -0.523
37. N 0.026
38. N 0.152
39. C -0.239
40. C -0.005
41. C -0.183
42. C -0.335
43. C -0.049
44. C -0.079
45. C -0.385
46. C -0.063
47. C -0.090
48. N 0.075
49. N 0.066
50. C -0.262
51. C 0.021
52. C -0.223
53. C -0.340
54. C -0.065
55. C -0.050
56. C -0.369
57. C -0.076
58. C -0.058
59. H 0.055
60. H 0.041
61. H 0.110
62. H 0.126
63. H 0.069
64. H 0.051
65. H 0.075
66. H 0.088
67. H 0.120
68. H 0.075
69. H 0.071
70. H 0.081
71. H 0.086
72. H 0.065
73. H 0.094
74. H 0.115
75. H 0.100
76. H 0.129
77. H 0.088
78. H 0.081
79. H 0.040
80. H 0.047
81. H 0.072
82. H 0.087
83. H 0.141
84. H 0.049
85. H 0.077
86. H 0.090
87. H 0.091
88. H 0.072
89. H 0.071
90. H 0.092
91. H 0.109
92. H 0.101
93. H 0.051
94. H 0.081
95. H 0.068
96. H 0.077
97. H 0.075
98. H 0.099
99. H 0.076